[1]
The following is a DFT calculation (ωB97M-V/def2-TZVPD) of a molecular structure, C18H24As2N2O3RhS2 in a non-equilibrium geometry.

CARTESIAN COORDINATES (ANGSTROEM)
Rh -0.20010 0.43640 -0.24030
C 0.95690 0.89130 3.64290
As -0.28790 0.23470 2.27130
C -2.00330 0.65010 3.14000
C -0.36110 -1.70430 2.55720
C -0.03120 -2.23710 3.79970
C -0.20410 -3.58310 4.06800
C -0.69060 -4.42310 3.08020
C -0.98920 -3.91180 1.82960
C -0.83360 -2.55650 1.55720
As -1.22810 -1.88660 -0.25080
C -3.11760 -2.36920 -0.51080
C -0.37010 -3.24160 -1.37010
H 0.51740 0.83430 4.64180
H 1.18330 1.93790 3.42280
H 1.88980 0.32450 3.60760
H -2.06100 0.11210 4.08900
H -2.82750 0.33810 2.49590
H -2.08280 1.72280 3.32140
H 0.36350 -1.58550 4.56850
H 0.03460 -3.97630 5.04510
H -0.82890 -5.47480 3.28010
H -1.35420 -4.57800 1.05630
H -3.24760 -3.45150 -0.46640
H -3.43380 -2.01130 -1.49250
H -3.73770 -1.89870 0.25170
H -0.79470 -4.22930 -1.18130
H 0.70090 -3.26150 -1.16320
H -0.51550 -2.98830 -2.42150
O 0.26810 -0.31000 -2.37880
N 1.49460 -0.23350 -2.64790
N 2.31440 -0.03970 -1.69400
O 1.92470 0.03640 -0.44470
C 3.69170 0.03040 -1.98800
C 4.10930 0.02740 -3.31700
C 5.46260 0.05520 -3.58940
C 6.38630 0.08870 -2.55480
C 5.95950 0.09440 -1.23700
C 4.60890 0.06670 -0.94370
H 3.37860 0.00310 -4.10940
H 5.80660 0.04560 -4.61070
H 7.44140 0.10650 -2.77590
H 6.68080 0.11180 -0.43600
H 4.25110 0.06630 0.07410
C -4.35780 4.14580 -0.48210
O -3.25930 3.34790 -0.90440
C -2.20510 3.25750 -0.13160
S -2.05160 3.83810 1.41020
S -0.80870 2.56970 -0.86450
H -5.20440 3.84940 -1.09590
H -4.12740 5.19930 -0.65400
H -4.57050 3.99100 0.57810

Output
HOMO-LUMO gap (alpha / beta), eV: 7.67 / 5.18
E_HOMO (alpha / beta), eV: -10.47 / -11.09
E_LUMO (alpha / beta), eV: -2.8 / -5.9
Net charge: +1
Energy relative to the best compared isomer or geometry (same formula, charge and spin), kJ/mol: 65.9
Spin multiplicity: 5



[2]
The following is a DFT calculation (ωB97M-V/def2-TZVPD) of C4H8O2 in the gas phase.

CARTESIAN COORDINATES (ANGSTROEM)
C -2.15760 -0.18336 -0.44893
C -1.26788 0.32907 0.65130
C 0.83409 1.25625 0.30424
O 0.08425 0.16240 0.21636
O 2.09049 0.92782 0.07663
C 2.49219 -0.42592 -0.21450
H -3.20242 -0.17860 -0.13079
H -2.03544 0.44832 -1.33296
H -1.85282 -1.20200 -0.70580
H -1.44455 1.38406 0.88644
H -1.37157 -0.25627 1.57090
H 3.57837 -0.39052 -0.30242
H 2.20257 -1.11201 0.58380
H 2.05032 -0.75923 -1.15427

Output
HOMO-LUMO gap, eV: 10.00
E_HOMO, eV: -9.02
E_LUMO, eV: 1.0
Net charge: 0
Energy relative to the best compared isomer or geometry (same formula, charge and spin), kJ/mol: 272.9



[3]
The following is a DFT calculation (ωB97M-V/def2-TZVPD) of 4 unconnected molecules or ions with the total composition C3H9N3 in a non-equilibrium geometry.

CARTESIAN COORDINATES (ANGSTROEM)
C 1.94111 -0.59144 1.11676
C -0.94106 0.22129 -0.26858
C -1.32909 1.64596 -0.30716
H 2.54913 -1.53799 1.36502
H 1.24249 -0.40433 1.98889
H 2.63230 0.25188 0.86500
H 1.69362 -1.19756 -0.91365
H 1.06034 1.03801 -0.34575
H -1.66507 2.01241 1.17013
H -2.59265 1.55384 -1.13536
H -0.17808 2.75109 -0.84709
H -1.31127 -1.58694 -0.22065
N 1.10151 -0.99136 -0.12272
N 0.50463 0.19244 -0.47301
N -1.81422 -0.70611 -0.14320

Output
HOMO-LUMO gap, eV: 9.31
E_HOMO, eV: -9.15
E_LUMO, eV: 0.2
Net charge: 0
Energy relative to the best compared isomer or geometry (same formula, charge and spin), kJ/mol: 749.8



[4]
The following is a DFT calculation (ωB97M-V/def2-TZVPD) of 4 unconnected molecules or ions with the total composition C14H38BrIO13P4 in a non-equilibrium geometry.

CARTESIAN COORDINATES (ANGSTROEM)
C -3.84885 -2.86433 9.62520
C -2.68043 -2.10287 10.24403
Br -1.72659 -3.21804 11.53586
C -1.70759 -1.45742 9.25509
P -1.22807 -2.50580 7.74518
C -0.82619 -3.63168 6.18936
C -0.04222 -4.83207 6.56744
O -0.37698 -5.96299 6.47201
I 1.90246 -4.33492 7.42464
H -4.25133 -3.53861 10.37714
H -4.66066 -2.18430 9.37849
H -3.58330 -3.48228 8.77398
H -3.11415 -1.30212 10.83305
H -2.06224 -0.46830 8.95726
H -0.77806 -1.27131 9.79795
H -1.19464 -3.66503 8.56235
H -2.39853 -2.09340 7.06364
H -0.09260 -1.71419 7.50149
H -0.32115 -3.07612 5.39819
H -1.75762 -4.02792 5.78078
C 0.76753 2.46357 1.97942
O 0.97502 1.43590 2.98144
P 0.60625 -0.08653 2.63653
O 0.65959 -0.82835 3.90202
O 1.92050 -0.32417 1.69965
C 3.19653 -0.40733 2.33046
O -0.37008 -0.80185 1.60477
C -0.01297 -2.12524 1.18614
H 1.18488 3.38859 2.36293
H 1.27295 2.20734 1.04914
H -0.29530 2.60395 1.79224
H 3.10514 -0.69397 3.37813
H 3.71400 0.55064 2.25665
H 3.77738 -1.15969 1.79930
H 0.29704 -2.73104 2.03595
H 0.77745 -2.08685 0.44138
H -0.90649 -2.55282 0.73774
C -0.21776 2.03260 -3.81293
O -0.08391 2.84530 -2.62078
P 1.26373 3.68456 -2.37993
O 1.21267 4.16566 -0.99378
O 0.88868 4.83720 -3.47197
C -0.15655 5.75461 -3.15864
O 2.76545 3.56615 -2.88256
C 3.52981 4.77813 -2.93790
H -1.23299 1.65060 -3.83327
H -0.04128 2.61960 -4.71443
H 0.47444 1.19401 -3.77893
H -0.31351 5.82729 -2.08254
H -1.08431 5.44624 -3.64353
H 0.13351 6.72909 -3.54818
H 3.38327 5.37004 -2.03633
H 3.26086 5.35547 -3.81833
H 4.57135 4.47571 -3.01259
C 1.30845 1.26550 -9.70108
O 0.84104 0.71434 -8.45327
P -0.65471 0.03478 -8.35597
O -0.78221 -0.06877 -6.88462
O -0.12312 -1.32244 -9.09965
C 0.89118 -2.09802 -8.46351
O -2.15233 -0.24571 -8.88883
C -2.72192 -1.52270 -8.58115
H 2.34865 1.54501 -9.55988
H 1.24296 0.52464 -10.50066
H 0.73775 2.15261 -9.97202
H 0.91369 -1.91719 -7.38872
H 1.86809 -1.87085 -8.89305
H 0.66321 -3.14587 -8.65120
H -2.53686 -1.78622 -7.54162
H -2.32668 -2.28816 -9.24418
H -3.79133 -1.42164 -8.75097

Output
HOMO-LUMO gap, eV: 7.26
E_HOMO, eV: -8.36
E_LUMO, eV: -1.1
Net charge: 0
Structure (SMILES): C[C@@H](Br)C[PH3]CC(=O)I.COP(=O)(OC)OC.COP(=O)(OC)OC.COP(=O)(OC)OC